Record 1
DFT (ωB97M-V/def2-TZVPD) results for an isolated molecule of C3H8N2S.

Results
Molar mass = 104.178 g/mol
Charge = 0
Calculated total energy = -626.74711 a.u.
Orbital gap = 9.98 eV
SMILES = [H]/N=C(/N)SCC
E_LUMO = 0.030 hartree
ΔE to the lowest compared entry with this formula, charge and spin = 200.0 kJ/mol

Element x y z (Å)
C1 -2.30834 0.55856 0.69733
C2 -1.74185 -0.17835 -0.55908
C3 1.15407 0.33631 -0.04381
H1 -1.60543 1.48365 0.91414
H2 -2.19571 -0.13657 1.56595
H3 -3.32698 0.90076 0.49073
H4 -1.35156 0.46498 -1.40149
H5 -2.41507 -1.02344 -1.02780
H6 2.06087 -0.60876 1.33442
H7 3.26074 0.45023 0.30474
H8 -0.01992 1.70446 -0.68799
N1 2.46514 -0.31084 0.28678
N2 1.00033 1.52415 -0.36387
S1 -0.08053 -1.00173 -0.09498

Here are the natural (NBO) charges for atoms 1 to 6, given in e:
1. C -0.637
2. C -0.503
3. C 0.296
4. H 0.216
5. H 0.228
6. H 0.219

***

Record 2
DFT (ωB97M-V/def2-TZVPD) results for a 2-piece molecular cluster, C3H8N2S overall.

Results
Molar mass = 104.178 g/mol
Charge = 0
Calculated total energy = -626.63306 a.u.
Orbital gap (alpha / beta) = 8.92 / 7.32 eV
E_LUMO (alpha / beta) = 0.005 / 0.005 hartree
ΔE to the lowest compared entry with this formula, charge and spin = 499.4 kJ/mol

Element x y z (Å)
C1 1.81057 0.83417 0.51125
C2 1.49143 0.96423 -1.00910
C3 -2.89678 -2.33582 0.82960
N1 0.61315 0.44662 1.19852
N2 0.01855 1.29730 -1.02588
S1 -0.70943 0.58638 0.34572
H1 2.66648 0.14473 0.50200
H2 2.29131 1.85478 0.88298
H3 2.04693 1.87088 -1.37153
H4 1.68394 0.11647 -1.63841
H5 -2.58770 -1.42425 1.37813
H6 -2.04113 -2.90976 0.49509
H7 -3.95102 -2.75760 0.80736
H8 -0.43629 1.31189 -1.90572

Here are the natural (NBO) charges for atoms 1 to 6, given in e:
1. C -0.260
2. C -0.244
3. C -0.517
4. N -0.699
5. N -0.829
6. S 0.846